No. 1
Formula: C5H8O
Source: the OMol25 dataset
Level of theory: ωB97M-V/def2-TZVPD

Cartesian coordinates (Å):
H (-0.477, -2.139, 1.127)
C (-0.034, -1.161, 1.001)
H (-1.359, 1.207, 0.786)
H (1.146, 1.492, 0.584)
H (-0.045, -0.543, 1.919)
O (1.325, -1.160, 0.483)
C (-0.895, 0.916, -0.163)
H (0.900, 1.774, -1.168)
H (-1.282, -1.236, -0.829)
C (0.639, 1.143, -0.320)
C (-0.618, -0.570, -0.271)
H (1.339, -0.664, -1.549)
C (0.858, -0.370, -0.615)
H (-1.499, 1.312, -0.983)

Results
electronic energy: -7359.979 eV
HOMO energy: -9.36 eV

=====

No. 2
Formula: C5H8O
Source: the OMol25 dataset
Level of theory: ωB97M-V/def2-TZVPD

Cartesian coordinates (Å):
H (-0.278, -0.258, 1.833)
H (1.049, -1.570, 0.132)
H (-1.181, -1.030, -1.560)
C (0.135, 0.577, 1.311)
H (-1.263, 2.138, 0.746)
C (1.354, 0.083, -1.119)
H (1.071, 1.026, 1.608)
C (-0.925, 1.120, 0.697)
O (-1.676, 0.302, -0.084)
H (2.420, -0.084, -1.212)
C (0.580, -0.737, -0.390)
H (0.965, 1.015, -1.534)
H (-1.307, -1.722, 0.073)
C (-0.944, -0.860, -0.503)

Results
electronic energy: -7358.136 eV
SMILES: C=CCOC=C
HOMO energy: -7.35 eV

=====

No. 3
Formula: C5H8O
Source: the OMol25 dataset
Level of theory: ωB97M-V/def2-TZVPD

Cartesian coordinates (Å):
C (-1.144, -0.867, -0.826)
C (0.559, -0.788, 1.237)
C (0.099, 0.114, 0.179)
H (0.833, 1.156, -1.636)
O (0.005, -1.787, 1.644)
H (0.204, 1.942, 1.352)
H (-2.195, -0.564, -0.954)
H (-1.094, 0.190, -0.132)
H (2.036, 0.992, -0.282)
H (-0.639, -0.857, -1.787)
C (-0.060, 1.601, 0.351)
H (1.504, -0.416, 1.683)
H (-1.088, -1.804, -0.276)
C (0.978, 1.087, -0.554)

Results
electronic energy: -7355.894 eV
HOMO energy: -7.66 eV

=====

No. 4
Formula: C5H8O
Source: the OMol25 dataset
Level of theory: ωB97M-V/def2-TZVPD

Cartesian coordinates (Å):
O (0.756, -1.702, 0.751)
H (0.504, 0.172, 1.535)
H (3.201, -0.137, -1.823)
H (-0.994, -0.819, -0.903)
H (-1.576, -0.930, 0.749)
C (1.471, 0.162, -0.411)
C (-1.599, 1.086, -0.058)
H (-1.061, 1.693, -0.792)
C (2.385, 0.167, -1.200)
H (1.683, -1.705, 1.021)
C (0.448, -0.323, 0.553)
C (-0.991, -0.302, 0.060)
H (-1.586, 1.621, 0.899)
H (-2.641, 1.017, -0.380)

Results
electronic energy: -7359.852 eV
SMILES: C#C[C@H](O)CC
HOMO energy: -10.18 eV

=====

Q: Which formula does entry 4 have?
A: C5H8O